A 3-piece molecular cluster, C18H40O10S overall, computed with the ωB97M-V functional and the def2-TZVPD basis.

Cartesian coordinates (Å):
O -0.1880 4.1761 -0.4118
O -1.5198 1.7924 1.0622
H 3.5886 1.8844 7.8092
H 0.3000 -1.4999 -5.7077
H 1.6884 3.4136 1.0232
H -3.3343 3.8796 -1.2848
O -2.2168 -0.3012 0.1155
C 3.0877 0.9098 7.8466
H -0.4267 -3.0273 -5.1731
H -3.8570 -2.1959 -7.6858
O 2.6546 0.5086 6.5689
O -3.9197 1.3106 0.8961
H 4.0012 0.5018 4.5904
H -1.8173 -1.3180 -2.3037
C 1.5494 2.6086 0.3029
H -1.3728 -3.4289 -1.4573
C -0.5943 -1.9525 -5.2738
C -1.5489 3.9607 -0.1033
C 2.4541 -2.4942 2.5149
C 0.5902 3.0438 -0.8014
O 2.4632 1.5824 3.6982
H 3.7917 0.1614 8.2044
O -0.7548 -1.3394 -4.0064
H 1.0688 -4.9831 -2.6274
H 1.9694 -3.2637 3.1121
H -1.9350 4.9634 0.0926
O -2.8410 -2.5282 -5.9060
C -1.5615 -2.0467 -3.0735
H 1.3005 0.0212 4.4309
S -2.6664 1.0400 0.2706
H 2.2496 0.9743 8.5511
H 0.7611 1.3271 6.5775
C 3.6428 0.8014 3.6027
C -1.7455 -1.6911 -6.2168
H 1.7541 -2.1423 1.7480
C -0.8449 -3.1860 -2.3897
H 0.5414 1.6141 4.2709
H 4.4869 -0.7478 2.3891
H -0.3046 -5.6578 -1.7165
H 2.9248 -0.1178 1.8107
H -1.0098 3.5585 1.9307
C 1.4548 1.0938 4.5677
C -4.0065 -2.1539 -6.6000
H -1.4151 -1.8793 -7.2488
H 3.3304 -2.9283 2.0182
H -2.7421 3.3825 1.6055
H -2.0427 -0.6364 -6.1384
C 1.7081 1.4064 6.0241
H -2.4852 -2.3992 -3.5390
H 2.0726 2.4388 6.1127
O -0.8050 -4.3265 -3.2281
H -4.3218 -1.1389 -6.3299
H 0.1755 -2.8693 -2.1359
H 1.1599 1.7424 0.8373
O 2.8237 -1.4511 3.3861
H -1.8645 1.3254 -1.8870
C -1.7414 3.2126 1.2042
H 1.1355 3.3263 -1.7031
H -0.0563 2.2060 -1.0619
C 0.0320 -5.3311 -2.7078
H 4.3864 1.4589 3.1476
H -3.5891 1.6382 -1.7332
C -2.3682 3.3760 -1.2677
C -2.6127 1.8533 -1.2982
H -4.7918 -2.8548 -6.3249
H -1.8542 3.6392 -2.1918
H -0.0067 -6.1777 -3.3903
C 3.4907 -0.4067 2.7069
H 2.5244 2.3418 -0.1047

Force components x, y, z for each atom (eV/Å):
O -0.1 0.0 -0.1
O 0.1 0.0 -0.1
H 0.0 0.0 0.0
H 0.0 0.0 0.0
H 0.1 0.0 0.0
H 0.0 0.0 0.1
O 0.1 -0.2 0.0
C 0.0 -0.1 0.0
H 0.0 0.0 0.0
H 0.0 0.0 0.0
O 0.1 0.1 0.0
O -0.3 0.2 0.1
H 0.0 0.0 0.0
H 0.0 0.0 0.0
C -0.1 -0.1 0.0
H 0.0 0.0 0.0
C 0.1 0.0 -0.1
C 0.1 0.0 0.1
C 0.0 0.0 0.0
C 0.1 -0.1 0.1
O 0.0 0.1 0.0
H 0.0 0.0 0.0
O 0.0 0.0 0.0
H 0.0 0.0 0.0
H 0.0 0.0 0.0
H 0.1 0.0 -0.1
O 0.0 0.1 0.1
C -0.1 0.1 0.1
H 0.0 0.0 0.0
S 0.1 0.0 -0.1
H 0.0 0.0 0.0
H 0.0 0.0 0.0
C 0.0 0.0 0.0
C 0.0 0.0 0.0
H 0.0 0.0 0.0
C 0.0 -0.1 0.0
H 0.0 0.0 0.0
H 0.0 0.0 0.0
H 0.0 0.0 0.0
H 0.0 0.0 0.0
H 0.0 -0.1 0.0
C -0.1 0.0 0.0
C 0.0 -0.1 0.0
H 0.0 0.0 0.0
H 0.0 0.0 0.0
H 0.0 -0.1 0.0
H 0.0 0.0 0.0
C 0.0 0.0 0.0
H 0.1 -0.1 0.0
H 0.0 0.0 0.0
O 0.1 0.0 0.0
H 0.0 0.0 0.0
H 0.0 0.0 0.0
H 0.0 0.1 0.1
O -0.1 0.0 0.0
H 0.1 0.0 0.1
C 0.0 0.2 0.2
H 0.0 0.1 0.0
H 0.0 0.0 -0.1
C 0.0 0.0 0.0
H 0.0 0.0 0.0
H 0.0 0.0 -0.1
C -0.1 -0.1 0.1
C 0.0 0.1 -0.2
H 0.0 0.0 0.0
H -0.1 0.1 0.0
H 0.0 0.0 0.0
C 0.0 0.0 0.0
H 0.0 0.0 0.0

Its LUMO energy is 0.56 eV. Its structure (SMILES) is CCO[C@H]1CCS(=O)(=O)OC1.COCCOCCOC.COCCOCCOC. The spin multiplicity is 1. Its total energy is -1860.28035 Eh. For the energy above the lowest of the compared OMol25 structures with the same formula, charge and spin, the calculation gives 0.0 kJ/mol.

---

C18H40OP2SiSr as an isolated structure, computed with the ωB97M-V functional and the def2-TZVPD basis.

Cartesian coordinates (Å):
H -2.5143 1.7741 -2.3883
H 1.8248 -4.2660 -1.4082
H 4.4211 1.5585 2.5607
H -3.3244 0.5376 2.7193
H -0.7327 0.9572 1.0692
H 4.0390 0.6761 4.0460
C 1.4279 1.9908 -2.7814
C 1.2925 -3.5794 -0.7424
H -2.5187 2.4143 -0.6742
H -6.3910 0.9727 0.1528
C 0.3517 0.8672 1.1310
P 0.1750 -2.5872 -1.7680
H -4.8403 1.3478 2.3390
C 3.5368 1.5546 -1.0063
H 0.6222 0.3776 0.1210
C -3.9088 0.9674 1.9035
H 1.9346 -2.4582 -3.3651
H -0.4737 -4.8050 -2.2145
C 3.6461 0.9871 3.0729
H 2.9275 -1.3011 -1.2322
H -1.7710 -3.6692 -2.6968
H 0.8527 2.7876 0.3010
H 2.1082 -1.7328 1.4516
C 1.0244 2.2444 1.2392
H -4.7816 -2.0439 2.3318
H 2.7892 3.3834 1.6428
H 0.8531 -1.0416 -3.5438
H 1.6822 1.3960 3.7696
C 2.5044 -0.7835 -2.1068
H 0.6094 0.2711 3.1518
H -0.3634 -3.8571 -3.7740
C -5.5782 0.6184 -0.5115
Si -4.3086 -0.3336 0.6188
C -5.3627 -1.5870 1.5230
H 3.3590 -0.5349 -2.7555
C 0.7277 -0.1896 2.1645
H 0.0516 -1.0705 2.1097
H 4.2328 1.4728 -1.8577
H -5.7117 -2.3934 0.8693
H 4.1468 -0.9782 2.1687
P 1.8792 0.8255 -1.4504
C 1.4313 -1.6532 -2.8176
C -1.9112 1.9532 -1.4640
H -3.3525 1.8188 1.5086
H 0.7082 -4.1864 -0.0455
H 3.4305 2.6180 -0.7557
H -6.0196 -0.0425 -1.2808
H 0.8069 2.7732 -2.3190
H 2.0113 -2.9793 -0.1759
C 3.2902 -0.2741 2.3361
O -3.0542 -0.9524 -0.1615
H -5.1267 1.4984 -1.0073
Sr -1.3962 -0.4916 -1.7421
H 2.7859 2.7817 3.9745
C 2.4819 1.9666 3.2894
C 2.1045 2.5796 1.9685
H 0.8614 1.4791 -3.5749
H -6.2409 -1.1008 1.9715
H -1.0051 2.5095 -1.7101
C 2.1052 -0.7297 1.8974
H 2.3300 2.4607 -3.2024
C -0.6804 -3.8686 -2.7328
H 4.0004 1.0695 -0.1365

Force components x, y, z for each atom (eV/Å):
H 0.0 0.6 0.2
H 0.2 0.0 0.2
H 0.4 -0.3 -0.1
H 0.1 0.0 0.1
H -0.2 0.3 0.2
H 0.2 0.1 0.0
C 0.6 0.0 -0.6
C 0.3 -0.6 -0.1
H 0.2 0.0 -0.4
H 0.3 -0.1 -0.4
C -1.0 -0.6 0.1
P 2.2 -0.7 1.7
H 0.1 0.0 0.0
C 0.1 0.0 0.1
H -0.5 1.3 2.0
C 0.2 0.0 0.3
H 0.0 0.3 -0.4
H -0.1 -0.1 -0.4
C -0.4 0.1 0.5
H -0.2 0.2 -0.2
H 0.6 -0.2 0.0
H 0.0 0.2 0.4
H 0.1 0.4 0.0
C 1.1 -1.5 -1.5
H -0.1 0.0 0.0
H -0.7 -0.1 0.2
H 0.4 -0.3 0.1
H 0.1 0.7 -0.1
C 0.0 0.2 -0.5
H 0.0 -0.7 -0.2
H 0.1 -0.4 -0.1
C 0.3 -0.4 0.2
Si -0.9 1.0 -0.8
C 0.0 -0.3 0.2
H -0.3 -0.6 -0.2
C -0.4 0.1 0.1
H 0.1 0.7 0.0
H -0.2 0.0 0.1
H 0.0 0.1 0.0
H -0.6 0.8 0.0
P 1.0 0.2 -0.2
C 0.0 -0.6 -0.5
C 0.3 -0.6 -0.2
H 0.0 0.0 -0.1
H 0.0 0.2 0.0
H -0.1 -0.3 -0.1
H 0.1 0.3 0.2
H 0.2 -0.4 -0.3
H -0.3 -0.1 -0.2
C 0.4 -0.9 -0.7
O 0.6 -0.3 -0.7
H -0.2 -0.4 0.2
Sr -3.0 2.5 1.3
H -0.1 -0.5 -0.2
C 0.4 -0.3 0.1
C -1.0 0.2 0.2
H 0.0 0.4 0.1
H 0.2 -0.1 -0.1
H -0.4 0.5 0.0
C 0.7 -0.3 1.2
H -0.3 -0.1 -0.2
C -0.5 0.5 -0.4
H -0.3 0.0 -0.2

Its LUMO energy is -0.51 eV. The spin multiplicity is 1. Its total energy is -1787.89221 Eh. For the energy above the lowest of the compared OMol25 structures with the same formula, charge and spin, the calculation gives 128.6 kJ/mol.

---

A 4-piece molecular cluster, C18H41B2F3I2O12PS overall, computed with the ωB97M-V functional and the def2-TZVPD basis.

Cartesian coordinates (Å):
H 5.1972 5.8033 -4.8234
S -4.4257 1.0182 -1.9058
H 2.6742 -5.3413 2.1600
O 2.2488 5.2442 -3.2296
H 3.3478 -9.1544 -1.0568
O -5.2345 1.8155 1.2244
H 1.5784 5.6028 -5.9021
C -2.4123 0.6340 6.5780
O 0.7703 2.8434 -0.7689
C -0.9493 0.2321 6.6575
H 1.2248 -5.8928 0.2317
H -2.6996 0.8287 5.5389
H -0.6604 -0.0079 7.6860
H 3.1298 4.4073 -4.9120
F -5.8412 -0.8250 -3.3372
H 0.6444 3.1097 6.1870
H -3.7999 3.9603 1.6313
H 0.2734 4.7802 -5.0486
H 4.7468 -6.4303 -0.7562
O -5.4908 2.1756 -1.7881
C 4.0869 -8.4912 -0.5942
H -5.2859 0.8155 1.1713
C -1.0380 0.4192 -1.0088
H 4.6165 6.5921 -3.3346
H 3.2041 -4.4667 0.7005
C 0.7938 5.7384 -5.1541
H -1.0613 2.9709 6.5603
H 0.0870 6.4799 -5.5388
C -1.4089 0.0168 0.5362
H -0.8995 -4.4625 -0.4715
F -4.6213 -1.7825 -1.5148
C 3.9841 -7.0926 -1.1786
B -4.0195 2.3149 0.4885
C -1.4687 -2.9495 -2.1411
H 0.4918 3.5273 -1.4741
H 0.5250 6.3139 -3.1098
C 4.3043 6.1155 -4.2717
O 0.5875 1.4930 -3.1797
H 1.8397 7.1658 -3.8981
P 0.6471 1.2141 -1.4261
O -1.9592 1.5963 -1.1260
O -0.0628 1.2074 6.1134
H 2.0714 -7.3274 0.7732
F -6.6246 -0.3910 -1.0867
H 3.9038 -8.4996 0.4827
H -0.4292 1.8845 8.7829
H 3.7920 6.8730 -4.8681
O -2.9017 0.0415 0.3846
C 3.4119 4.9180 -3.9867
I -0.6144 1.3608 2.1318
C 3.1026 -5.4579 1.1590
H -0.1052 -1.6231 -3.4411
I -0.7379 -1.9471 1.3223
B -3.2386 1.2153 -0.4626
H 3.9780 4.1921 -3.3947
H 4.1835 -7.1446 -2.2555
O -3.6551 3.7486 0.6420
C -0.0886 2.4969 6.7208
H -2.2284 -2.6651 -1.2652
O -3.6679 1.3141 -3.2577
C 2.2166 -6.3499 0.3041
H -3.0482 -0.1641 6.9731
C -5.3950 -0.5842 -1.9247
H -2.0545 -3.1625 -3.1531
C 0.2751 2.4782 8.1969
C -0.5917 -4.2215 -1.5929
H -2.6193 1.5419 7.1492
O 2.6913 -6.5097 -1.0307
H 0.5330 -3.8839 -1.5639
H 1.2708 2.0414 8.3405
O -1.4537 -0.4431 -2.1254
H 4.1074 -5.8694 1.2723
H -0.8030 -0.6849 6.0745
H -0.6968 -5.1369 -2.3169
H 5.0852 -8.9041 -0.7687
H 0.3273 -1.6621 -1.5429
H 1.2464 0.8779 -3.6405
C 1.3546 6.1877 -3.8155
H 0.2740 3.4951 8.6031
C -0.5362 -1.5743 -2.3340

Force components x, y, z for each atom (eV/Å):
H -0.1 0.0 0.1
S -1.1 6.3 -6.1
H 0.0 0.0 -0.2
O 0.1 0.0 0.1
H 0.1 0.1 0.0
O 2.7 -0.3 -0.9
H 0.0 0.1 0.0
C -0.1 0.1 -0.1
O -1.3 -1.2 -3.0
C 0.0 0.1 -0.1
H 0.1 -0.1 -0.3
H 0.1 -0.1 0.1
H 0.0 0.0 0.1
H 0.0 0.1 -0.1
F 1.1 0.4 4.6
H -0.1 -0.3 -0.1
H 0.0 -0.3 -2.4
H 0.0 0.2 0.0
H 0.0 0.0 0.1
O 2.6 -4.3 0.4
C -0.1 -0.1 0.1
H 0.2 1.8 0.0
C -2.7 3.6 -1.4
H 0.0 -0.1 -0.1
H -0.1 -0.2 0.1
C 0.0 -0.2 -0.1
H -0.1 0.0 0.1
H 0.1 -0.1 0.1
C -2.7 -0.5 -1.9
H 0.6 0.3 -2.6
F -2.9 3.8 -1.1
C -0.2 0.0 0.0
B -2.8 2.6 1.6
C -0.1 0.7 0.8
H 0.4 -1.5 1.5
H 0.3 -0.2 0.0
C 0.0 0.2 0.1
O 0.5 -1.1 1.6
H 0.0 0.0 -0.1
P 2.3 1.2 -0.7
O 0.8 -2.3 1.0
O 0.1 0.1 0.0
H 0.1 -0.1 0.1
F 4.0 -1.4 -2.5
H 0.1 0.0 0.0
H 0.0 0.1 0.0
H 0.0 -0.1 -0.1
O 3.2 -0.6 0.9
C -0.1 0.1 0.1
I -0.5 -0.1 -0.9
C 0.1 0.1 0.0
H -0.8 0.6 2.3
I -0.5 0.6 -0.6
B 3.3 -0.2 0.9
H -0.3 0.1 0.1
H -0.2 0.1 0.2
O -1.0 -2.9 2.5
C 0.0 -0.2 0.0
H 1.5 -0.6 -2.3
O -2.5 -2.5 4.2
C 0.1 0.1 0.0
H 0.1 0.1 -0.1
C -2.4 -2.6 -1.5
H 1.2 0.4 2.3
C 0.1 -0.1 0.1
C 0.2 0.6 -0.2
H 0.0 -0.1 0.1
O 0.0 0.0 -0.1
H -2.0 -0.9 -0.1
H -0.1 0.1 0.0
O 2.5 -0.5 2.1
H 0.0 0.0 0.1
H 0.2 0.3 0.0
H 0.2 1.6 1.7
H -0.1 0.1 0.0
H -1.6 0.5 -1.6
H -1.3 1.2 1.4
C 0.0 -0.1 0.0
H 0.0 -0.1 -0.1
C -0.7 -2.5 -0.1

Its LUMO energy is 1.85 eV. The spin multiplicity is 1. Its total charge is -1. Its total energy is -3297.50169 Eh.

---

| no. | largest force on an atom (eV Å⁻¹) |
| --- | --- |
| 1 | 0.34 |
| 2 | 4.08 |
| 3 | 8.86 |